No. 1
An isolated molecule of C7H12 at a distorted geometry, computed with ωB97M-V/def2-TZVPD.

Bonds (Å) are listed after each position.
Geometry (Å):
1 H 1.88175 -0.13143 1.77832  C13 1.111
2 C -0.93257 0.80259 0.61238  C9 1.330, C10 1.484, H15 1.129
3 H 0.88231 1.87305 0.84379  C10 1.083
4 C -1.26302 -0.79274 -2.35793  H8 1.084, H12 1.104, C18 1.359
5 H -2.00579 -1.69488 -0.48808  C18 1.074
6 H 1.54360 0.31476 -0.63927  C19 1.086
7 H -0.49752 2.85038 0.45907  C10 1.115
8 H -1.86601 -1.34251 -3.07125  C4 1.084
9 C -0.51110 -0.23639 -0.10373  C2 1.330, C18 1.478, C19 1.532
10 C -0.16810 1.98541 1.08154  C2 1.484, H3 1.083, H7 1.115, H14 1.094
11 H 0.93022 -1.66442 1.66260  C13 1.085
12 H -0.70273 0.06401 -2.77190  C4 1.104
13 C 1.59148 -0.98678 1.13179  H1 1.111, H11 1.085, H17 1.101, C19 1.512
14 H -0.25677 2.23422 2.14304  C10 1.094
15 H -2.04643 0.86168 0.78540  C2 1.129
16 H 1.18422 -1.28923 -0.89437  C19 1.089
17 H 2.62452 -1.35059 1.01917  C13 1.101
18 C -1.38494 -0.99895 -1.02037  C4 1.359, H5 1.074, C9 1.478
19 C 0.99688 -0.49818 -0.17020  H6 1.086, C9 1.532, C13 1.512, H16 1.089

Computed properties:
- HOMO level (eV) = -8.7
- Kohn-Sham gap (eV) = 9.8
- electronic energy (hartree) = -273.843936
- SMILES = C=C/C(=C/C)CC

No. 2
A cluster of 2 separate species, C5H9NO in total at a distorted geometry, computed with ωB97M-V/def2-TZVPD.

Bonds (Å) are listed after each position.
Geometry (Å):
1 H 2.27828 -1.38234 1.19363  C12 1.066
2 H -1.35113 -0.50042 1.47490  C7 1.138
3 C 0.86560 0.17243 1.10905  C7 1.507, H9 1.084, C10 1.489, C12 1.542
4 N -0.32099 1.52422 -0.81516  C8 1.211, C10 1.234
5 H -0.29545 2.84030 -2.35138  C8 1.162
6 O -1.82812 -1.30164 -1.59238  H15 0.943, H16 0.890
7 C -0.57060 0.32490 1.54019  H2 1.138, C3 1.507, C10 1.522, H13 1.134
8 C -0.43665 1.74132 -2.00116  N4 1.211, H5 1.162
9 H 1.63797 0.57667 1.75414  C3 1.084
10 C -0.06568 0.95558 0.25019  C3 1.489, N4 1.234, C7 1.522
11 H 0.83429 -2.04124 0.49816  C12 1.104
12 C 1.46264 -1.13576 0.55349  H1 1.066, C3 1.542, H11 1.104, H14 1.142
13 H -0.92848 0.91035 2.44277  C7 1.134
14 H 2.06189 -1.18146 -0.41781  C12 1.142
15 H -1.14225 -0.68364 -1.39814  O6 0.943
16 H -2.20132 -0.81927 -2.24051  O6 0.890

Computed properties:
- 2S+1 = 3
- HOMO level (alpha / beta) (eV) = -5.3 / -9.8
- Kohn-Sham gap (alpha / beta) (eV) = 6.0 / 8.4
- electronic energy (hartree) = -325.621555

No. 3
A cluster of 3 separate species, C5H9N3O in total at a distorted geometry, computed with ωB97M-V/def2-TZVPD.

Bonds (Å) are listed after each position.
Geometry (Å):
1 H -2.45409 1.10002 1.15823  C8 1.099
2 C -1.23764 0.53115 -1.73922  C14 1.592, H15 1.300
3 H -0.78066 0.60180 1.75603  C8 1.013
4 H 2.90268 -1.42557 0.09376  O9 1.085
5 N -1.38376 -0.84187 0.56315  C8 1.487, C14 1.535, N18 1.494
6 H 1.21865 0.57676 -1.38610  C7 1.108
7 C 0.86011 0.57612 -0.33771  H6 1.108, H12 1.275, C14 1.649, N16 1.408
8 C -1.50350 0.55929 1.04705  H1 1.099, H3 1.013, N5 1.487, C14 1.498
9 O 2.79992 -0.39183 0.40745  H4 1.085, N16 1.426
10 C 0.84121 -1.39312 1.18340  H13 1.065, N16 1.391, N18 1.331
11 H -0.03680 1.37764 -2.14432  no bonds
12 H 0.78168 1.76343 0.12157  C7 1.275
13 H 1.59875 -2.04619 1.54802  C10 1.065
14 C -0.76515 0.31564 -0.23380  C2 1.592, N5 1.535, C7 1.649, C8 1.498
15 H -1.33284 -0.67411 -2.21592  C2 1.300
16 N 1.40966 -0.22797 0.67888  C7 1.408, O9 1.426, C10 1.391
17 H -2.47304 1.27781 -1.87050  no bonds
18 N -0.44518 -1.67900 1.37004  N5 1.494, C10 1.331

Computed properties:
- HOMO level (eV) = -8.8
- Kohn-Sham gap (eV) = 9.1
- electronic energy (hartree) = -435.071270

Table of relative energy (zero: lowest compared OMol25 entry of this formula, charge and spin) (kJ/mol), in record order: 169.65, 305.13, 1014.62